(1)
{
  "formula": "C24H36O2",
  "method": "wB97M-V/def2-TZVPD",
  "species": ["C", "C", "C", "C", "C", "C", "C", "C", "C", "C", "C", "C", "C", "C", "C", "C", "C", "C", "C", "C", "C", "C", "O", "O", "C", "C", "H", "H", "H", "H", "H", "H", "H", "H", "H", "H", "H", "H", "H", "H", "H", "H", "H", "H", "H", "H", "H", "H", "H", "H", "H", "H", "H", "H", "H", "H", "H", "H", "H", "H", "H", "H"],
  "coordinates": [[-0.6305, -3.5882, -0.7004], [-0.1686, -2.3412, -1.4445], [-1.2492, -1.3021, -1.5234], [-1.0978, -0.0524, -1.9350], [0.1844, 0.5706, -2.4018], [0.3601, 1.9413, -1.8174], [1.4846, 2.4920, -1.3875], [2.8548, 1.8884, -1.4014], [3.5253, 1.9883, -0.0624], [4.5378, 1.2345, 0.3413], [5.2067, 0.1645, -0.4825], [4.3024, -0.9481, -0.9505], [3.5980, -1.7554, -0.1717], [3.5244, -1.6977, 1.3274], [2.1703, -2.1246, 1.8208], [1.0844, -1.3671, 1.8497], [0.9830, 0.0654, 1.4186], [0.4840, 0.9089, 2.5527], [-0.6483, 1.5952, 2.5839], [-1.6543, 1.6699, 1.4741], [-2.6082, 0.4728, 1.5149], [-3.6449, 0.5449, 0.4200], [-3.8629, 1.5001, -0.2771], [-4.2986, -0.6198, 0.3162], [-5.3250, -0.7061, -0.6739], [-6.6346, -0.1122, -0.1764], [0.1714, -4.3217, -0.6492], [-0.9260, -3.3360, 0.3155], [-1.4807, -4.0439, -1.2042], [0.1409, -2.6190, -2.4577], [0.7072, -1.9263, -0.9384], [-2.2322, -1.6380, -1.2198], [-1.9546, 0.6089, -1.9552], [1.0306, -0.0725, -2.1631], [0.1379, 0.6668, -3.4947], [-0.5538, 2.5207, -1.7655], [1.4476, 3.4978, -0.9864], [2.8275, 0.8485, -1.7246], [3.4646, 2.4400, -2.1298], [3.1391, 2.7550, 0.5971], [4.9604, 1.4098, 1.3223], [6.0178, -0.2731, 0.1061], [5.6560, 0.6354, -1.3615], [4.2843, -1.1158, -2.0201], [3.0231, -2.5538, -0.6239], [3.7603, -0.6898, 1.6689], [4.2803, -2.3760, 1.7369], [2.0950, -3.1560, 2.1408], [0.1594, -1.7882, 2.2249], [0.2993, 0.1294, 0.5712], [1.9578, 0.4324, 1.0954], [1.1329, 0.9194, 3.4199], [-0.9026, 2.1447, 3.4811], [-2.2383, 2.5870, 1.5612], [-1.1542, 1.6869, 0.5051], [-3.1345, 0.4362, 2.4722], [-2.0601, -0.4638, 1.4053], [-5.4299, -1.7734, -0.8805], [-4.9904, -0.1828, -1.5758], [-7.4066, -0.2511, -0.9278], [-6.5113, 0.9518, 0.0097], [-6.9428, -0.6000, 0.7453]],
  "nbo_charge": [-0.598, -0.448, -0.196, -0.174, -0.493, -0.181, -0.165, -0.503, -0.165, -0.192, -0.506, -0.180, -0.172, -0.505, -0.187, -0.154, -0.526, -0.157, -0.192, -0.440, -0.492, 0.811, -0.614, -0.515, -0.077, -0.634, 0.208, 0.203, 0.201, 0.208, 0.217, 0.200, 0.208, 0.215, 0.227, 0.204, 0.197, 0.225, 0.226, 0.204, 0.205, 0.224, 0.223, 0.203, 0.202, 0.226, 0.223, 0.201, 0.197, 0.230, 0.238, 0.197, 0.199, 0.222, 0.223, 0.232, 0.233, 0.189, 0.197, 0.216, 0.223, 0.210],
  "multiplicity": 1,
  "smiles": "CC/C=C\\C/C=C\\C/C=C\\C/C=C\\C/C=C\\C/C=C\\CCC(=O)OCC",
  "e_above_lowest_kcal_mol": 2.9,
  "e_tot_ha": -1086.47823
}

(2)
{
  "formula": "C35H79Br8N9O9",
  "method": "wB97M-V/def2-TZVPD",
  "species": ["Br", "C", "C", "Br", "H", "H", "H", "H", "Br", "C", "C", "Br", "H", "H", "H", "H", "Br", "C", "C", "Br", "H", "H", "H", "H", "Br", "C", "C", "Br", "H", "H", "H", "H", "C", "O", "N", "C", "C", "H", "H", "H", "H", "H", "H", "H", "C", "O", "N", "C", "C", "H", "H", "H", "H", "H", "H", "H", "C", "O", "N", "C", "C", "H", "H", "H", "H", "H", "H", "H", "C", "O", "N", "C", "C", "H", "H", "H", "H", "H", "H", "H", "C", "O", "N", "C", "C", "H", "H", "H", "H", "H", "H", "H", "C", "O", "N", "C", "C", "H", "H", "H", "H", "H", "H", "H", "C", "O", "N", "C", "C", "H", "H", "H", "H", "H", "H", "H", "C", "O", "N", "C", "C", "H", "H", "H", "H", "H", "H", "H", "C", "O", "N", "C", "C", "H", "H", "H", "H", "H", "H", "H"],
  "coordinates": [[-4.2871, 0.4137, 1.8610], [-3.2990, -0.5914, 3.2236], [-3.1394, -2.0261, 2.8081], [-4.7977, -3.0494, 2.9651], [-3.8824, -0.4365, 4.1237], [-2.3444, -0.0776, 3.3373], [-2.4245, -2.4568, 3.5138], [-2.7404, -2.1848, 1.8131], [-1.7246, -1.8806, -4.6769], [-0.2818, -0.6105, -4.7606], [0.1508, -0.2280, -6.1418], [1.0350, -1.7584, -7.0219], [0.5549, -0.9574, -4.1559], [-0.6567, 0.2665, -4.2264], [0.8773, 0.5738, -6.1488], [-0.7105, 0.0064, -6.7607], [5.9339, 2.2487, -2.8154], [4.7661, 0.9938, -1.8283], [4.0513, 0.0954, -2.7884], [5.2926, -1.2258, -3.5158], [4.0989, 1.7075, -1.3542], [5.3492, 0.4692, -1.0812], [3.5367, 0.6017, -3.5915], [3.2943, -0.4550, -2.2308], [0.6176, -0.2498, 4.9294], [2.4576, -0.6595, 5.3969], [2.7274, -2.0971, 5.0135], [4.3985, -2.6998, 5.8010], [2.5122, -0.6125, 6.4809], [3.1142, 0.0821, 4.9602], [2.8528, -2.2044, 3.9419], [1.8697, -2.6737, 5.3390], [0.8638, 0.0217, -0.8400], [1.0087, 1.1025, -1.3982], [0.4774, -0.0735, 0.4317], [-0.0548, -1.3039, 0.9579], [0.5052, 1.0098, 1.3634], [0.9131, -0.9279, -1.3901], [0.3043, -1.5498, 1.9504], [-0.0627, -2.1661, 0.2949], [-1.1441, -1.1525, 1.0648], [-0.4402, 1.4940, 1.6052], [1.1055, 0.7783, 2.2429], [1.0536, 1.8087, 0.8480], [-1.8409, 4.0670, 3.9419], [-1.1015, 3.7995, 3.0342], [-1.6325, 3.7522, 5.2392], [-2.5136, 4.2112, 6.2930], [-0.5427, 2.8938, 5.6175], [-2.7398, 4.6951, 3.8427], [-3.3410, 4.7758, 5.8678], [-1.9768, 4.8856, 6.9654], [-2.8915, 3.3540, 6.8521], [0.0954, 2.6864, 4.7725], [0.0321, 3.4088, 6.4046], [-0.8202, 1.9967, 6.1770], [-3.8866, 0.8420, -3.3129], [-3.0915, 1.6679, -3.7297], [-3.6662, -0.0162, -2.2976], [-4.6119, -1.0602, -1.9916], [-2.4115, -0.0007, -1.5844], [-4.9028, 0.7444, -3.7255], [-4.7541, -1.1564, -0.9181], [-4.3302, -2.0114, -2.4522], [-5.5646, -0.8003, -2.4600], [-1.9317, 0.9529, -1.7910], [-2.5749, 0.0249, -0.5048], [-1.8075, -0.8898, -1.7740], [1.0106, 6.3007, 2.1181], [0.8724, 7.2135, 1.3464], [1.9787, 5.3572, 2.0295], [2.0111, 4.2263, 2.9162], [2.9707, 5.3386, 0.9927], [0.3640, 6.1212, 2.9912], [3.0533, 4.0224, 3.1757], [1.5768, 3.3380, 2.4543], [1.4835, 4.3897, 3.8532], [2.8741, 4.4563, 0.3414], [2.8579, 6.1367, 0.2626], [3.9726, 5.3334, 1.4231], [-1.7604, 5.7802, -0.7587], [-2.5172, 6.4784, -1.3972], [-1.9622, 4.4556, -0.4821], [-0.8858, 3.6368, 0.0087], [-3.1314, 3.8007, -0.9751], [-0.8121, 6.1401, -0.3266], [-0.0888, 4.1863, 0.5013], [-0.4058, 2.9522, -0.7016], [-1.3878, 2.9986, 0.7349], [-3.9027, 4.5176, -1.2616], [-3.0265, 3.2046, -1.8892], [-3.6175, 3.2031, -0.1946], [0.5785, 3.0701, -4.2234], [1.6480, 2.7156, -4.6814], [-0.2834, 3.8581, -4.8805], [-1.5523, 4.2335, -4.3007], [-0.0313, 4.2861, -6.2371], [0.1764, 2.7841, -3.2424], [-2.3503, 3.7940, -4.8979], [-1.6422, 5.3197, -4.3554], [-1.6259, 3.8947, -3.2736], [0.9797, 3.9845, -6.5156], [-0.7894, 3.8629, -6.8967], [0.0553, 5.3727, -6.3467], [2.9549, -3.7330, -1.6602], [2.1539, -3.6455, -0.7500], [2.6118, -3.9073, -2.9500], [3.6101, -4.1894, -3.9725], [1.2549, -3.8041, -3.4143], [4.0513, -3.7033, -1.5729], [3.7297, -3.3486, -4.6513], [4.5605, -4.3755, -3.4709], [3.3682, -5.1048, -4.5157], [1.2762, -3.2189, -4.3386], [0.7474, -4.7459, -3.6266], [0.6345, -3.2095, -2.7413], [0.9979, -4.3274, 2.2490], [0.4597, -3.5169, 2.9618], [1.9363, -5.1937, 2.6316], [2.6820, -5.9273, 1.6197], [2.1724, -5.5338, 4.0004], [0.7752, -4.3695, 1.1740], [3.6588, -6.1898, 2.0090], [2.7250, -5.4120, 0.6628], [2.1090, -6.8339, 1.3656], [3.2352, -5.5689, 4.2365], [1.6519, -4.8313, 4.6434], [1.7666, -6.5267, 4.2308], [-1.7935, -4.6051, -0.8586], [-1.8354, -3.4813, -0.3977], [-2.0049, -5.7005, -0.0992], [-1.7053, -7.0372, -0.5810], [-2.2373, -5.5413, 1.2894], [-1.4779, -4.8166, -1.8891], [-0.7227, -7.3421, -0.2098], [-1.7129, -7.0831, -1.6645], [-2.4621, -7.6820, -0.1366], [-2.3895, -4.5010, 1.5449], [-3.0518, -6.1463, 1.6844], [-1.3467, -5.7988, 1.8794]],
  "mulliken_charge": [-0.170, -0.102, 0.021, -0.146, 0.555, -0.122, 0.310, -0.306, -0.105, 0.678, -0.649, -0.212, -0.152, -0.461, 0.334, 0.526, -0.180, -0.305, 0.328, -0.145, -0.020, 0.527, 0.364, -0.526, -0.121, -0.734, -0.333, -0.171, 0.458, 0.483, 0.204, 0.250, 0.107, -0.529, 0.554, 0.458, -1.338, 0.364, -0.157, -0.485, -0.077, 0.420, 0.250, 0.365, -0.140, -0.273, 0.303, -0.915, -0.816, 0.335, 0.274, 0.332, 0.309, -0.028, 0.332, 0.379, -0.157, -0.424, 0.599, -0.772, 0.390, 0.229, 0.153, 0.247, 0.339, -0.139, -0.383, -0.036, 0.184, -0.591, 0.194, -0.920, -0.917, 0.295, 0.468, 0.200, 0.239, 0.196, 0.328, 0.330, 0.179, -0.605, 0.331, -0.157, -0.929, 0.345, -0.330, 0.231, 0.134, 0.398, 0.140, 0.221, 0.573, -0.733, 0.194, -0.458, -1.108, 0.018, 0.300, 0.380, -0.272, 0.342, 0.336, 0.313, -0.071, -0.577, 0.330, -1.000, 0.018, 0.348, 0.315, 0.340, 0.342, -0.030, 0.282, -0.338, 0.198, -0.722, 0.385, -0.618, -0.894, 0.216, 0.357, -0.137, 0.338, 0.263, 0.273, 0.303, 0.031, -0.335, 0.154, -0.844, -0.592, 0.191, 0.247, 0.323, 0.317, -0.179, 0.482, 0.286],
  "multiplicity": 1,
  "e_tot_ha": -23143.10419
}

(3)
{
  "formula": "C10H20O2S",
  "method": "wB97M-V/def2-TZVPD",
  "species": ["C", "C", "C", "C", "C", "C", "C", "C", "C", "C", "O", "O", "S", "H", "H", "H", "H", "H", "H", "H", "H", "H", "H", "H", "H", "H", "H", "H", "H", "H", "H", "H", "H"],
  "coordinates": [[-1.2011, 0.5808, 0.9792], [-0.3459, -0.5601, 0.3130], [-3.4346, -2.5303, 4.1428], [1.5616, 0.2543, -3.0673], [2.4907, 2.6299, -3.0608], [3.8840, 0.5116, -3.9161], [-1.6658, 0.5251, 2.3795], [-2.4094, -1.8670, 3.0744], [-2.7961, -0.4324, 2.8041], [2.8245, 1.1043, -2.9696], [-0.3786, -0.7887, -0.8953], [0.1598, 0.7300, 0.7214], [3.5265, 0.8818, -1.3112], [-1.8227, 0.9785, 0.2567], [-0.0880, -1.3726, 0.9528], [-3.0135, -3.6366, 4.2511], [-4.4581, -2.6924, 3.9105], [-3.4330, -1.9608, 5.0370], [1.8242, -0.7573, -3.4919], [1.0992, 0.0768, -2.0259], [1.0036, 0.9173, -3.6454], [3.3777, 3.2049, -2.9063], [1.9518, 2.9985, -2.1033], [1.9770, 2.8617, -3.9241], [4.0984, -0.4441, -3.5501], [3.6374, 0.5326, -5.0580], [4.9108, 0.8597, -3.9847], [-0.6999, 0.3547, 2.8352], [-1.9707, 1.5553, 2.7895], [-2.5286, -2.5132, 2.1937], [-1.4298, -1.7962, 3.4391], [-3.6385, -0.1464, 2.0838], [-3.0130, -0.0599, 3.7461]],
  "nbo_charge": [0.172, 0.337, -0.602, -0.627, -0.622, -0.637, -0.458, -0.398, -0.392, -0.190, -0.424, -0.464, 0.091, 0.187, 0.158, 0.206, 0.212, 0.198, 0.220, 0.251, 0.213, 0.218, 0.223, 0.199, 0.222, 0.210, 0.220, 0.221, 0.235, 0.207, 0.204, 0.208, 0.202],
  "multiplicity": 1,
  "e_above_lowest_kcal_mol": 108.6,
  "e_tot_ha": -941.45616
}

Computed max |F|, in the same sequence as the records: 0.513, 2.233, 4.272 eV/Å.